No. 1
The following is a DFT calculation (the ωB97M-V functional and the def2-TZVPD basis) of a 22-piece molecular cluster, C50H81N19O6 overall at a distorted geometry.

- frontier orbital gap (eV) = 10.87
- molar mass (u) = 1044.33

Last column: Mulliken charge in e.
CARTESIAN COORDINATES (ANGSTROEM)
O -5.380015 -2.479843 2.552048  -0.569
C -6.200327 -3.149051 2.011376  0.826
O -6.997658 -2.837570 0.979796  -0.336
C -7.029306 -1.489429 0.510907  0.241
C -8.447454 -0.892392 0.806027  -1.228
C -6.455739 -4.576855 2.343059  -1.073
H -6.724423 -1.564094 -0.488833  0.450
H -6.245415 -0.888105 0.940943  -0.258
H -9.188996 -1.618518 0.487051  0.392
H -8.543373 0.052742 0.209564  0.332
H -8.466163 -0.675877 1.893539  0.249
H -5.885676 -5.235869 1.717386  0.255
H -7.487380 -4.802455 2.176303  0.408
H -6.094880 -4.832957 3.405965  0.211
O 4.333701 -2.256244 3.873926  -0.699
C 3.946851 -3.088373 3.052471  0.796
O 4.282532 -3.214217 1.790408  -0.394
C 5.133419 -2.175695 1.266287  0.530
C 6.521674 -2.608315 1.080398  -1.418
C 2.883791 -4.044013 3.549974  -0.829
H 5.036752 -1.356809 1.936316  0.337
H 4.711655 -2.024597 0.244009  -0.195
H 6.685853 -3.240659 0.222397  0.319
H 6.968735 -3.067861 1.936456  0.447
H 7.115007 -1.708638 0.868201  0.314
H 3.231874 -4.895682 4.096164  0.351
H 2.294766 -4.401532 2.631007  0.170
H 2.307799 -3.461333 4.267110  0.208
O 0.464390 0.848464 -2.283031  -0.444
C -0.022504 0.896535 -1.189573  0.127
O 0.165501 -0.090597 -0.278926  0.644
C 0.920523 -1.251057 -0.746076  0.079
C 0.565959 -2.393304 0.130873  -0.593
C -0.794998 2.036996 -0.505749  0.202
H 1.943759 -1.095212 -0.613052  0.294
H 0.619388 -1.399301 -1.827530  -0.497
H 1.313361 -3.216326 -0.015028  0.468
H -0.400222 -2.814634 -0.131780  0.099
H 0.481326 -2.125069 1.177044  -0.213
H -0.543050 2.972703 -1.026927  -0.459
H -0.622528 2.139530 0.616461  -0.365
H -1.899423 1.904570 -0.599888  0.488
C 2.689423 3.832289 -1.827588  0.951
C 2.887380 5.010714 -2.629791  0.115
N 2.931741 5.985063 -3.209359  -0.531
H 3.508120 3.701714 -1.165368  -0.030
H 2.630304 2.923585 -2.455339  -0.106
H 1.771565 3.913666 -1.286034  -0.421
C -3.000998 4.510095 1.667297  -0.647
C -1.811089 3.811849 2.281457  0.410
N -0.969628 3.419524 2.944136  -0.328
H -3.540481 3.773640 1.030208  0.156
H -2.635035 5.360827 1.094021  0.100
H -3.714742 4.933270 2.443096  0.316
C -1.656857 2.033243 -6.751601  -0.823
C -1.736770 2.262158 -5.323606  0.477
N -1.849957 2.552423 -4.217961  -0.435
H -1.003489 2.737672 -7.310786  0.233
H -2.668048 2.097406 -7.123592  0.380
H -1.463703 0.997129 -6.923410  0.195
C 2.491937 -0.453733 5.821549  -0.265
C 2.561156 0.961358 5.645627  0.520
N 2.717216 2.109396 5.485712  -0.542
H 2.638579 -0.759920 6.852021  0.456
H 3.193248 -0.936822 5.187723  0.010
H 1.474513 -0.893629 5.464029  -0.042
C 1.671614 0.321383 2.708464  1.449
C 2.411861 0.903020 1.580239  -0.533
N 2.912028 1.370751 0.658477  -0.213
H 2.511298 -0.143121 3.301975  -0.357
H 1.026286 -0.497183 2.395103  -0.783
H 1.170702 1.046342 3.357156  0.343
C 6.722297 2.716773 0.216827  -0.879
C 6.274801 1.376021 -0.320721  0.281
N 5.948887 0.368904 -0.691751  -0.208
H 7.639344 2.947790 -0.329474  0.319
H 6.867706 2.767288 1.276718  0.311
H 5.967494 3.434431 0.057413  0.211
C -1.428077 -6.352333 1.742342  -1.093
C -2.102800 -5.251700 2.457584  0.259
N -2.498203 -4.279216 2.918255  -0.094
H -2.068957 -7.244118 1.627398  0.333
H -0.587685 -6.781161 2.350054  0.319
H -0.993659 -6.084595 0.780093  0.298
C 2.410945 5.118755 2.715541  -0.972
C 1.461349 5.167111 1.604114  0.356
N 0.796277 5.188146 0.707531  -0.192
H 3.199834 4.453136 2.358694  0.199
H 1.954195 4.811798 3.657487  0.250
H 2.842734 6.053747 2.928181  0.408
C -2.108021 -1.295931 2.268524  1.580
C -1.465770 -1.468370 3.571843  -0.464
N -0.923197 -1.419688 4.587874  -0.717
H -1.945893 -2.229314 1.726161  -0.454
H -1.580434 -0.404392 1.876697  -0.200
H -3.190863 -1.165494 2.423221  0.285
C 2.908837 -2.640861 -8.668879  -0.853
C 3.062162 -2.542265 -7.239995  0.319
N 3.203963 -2.376417 -6.115993  -0.331
H 1.894146 -3.017267 -8.713605  0.282
H 3.568417 -3.317543 -9.161933  0.335
H 2.904571 -1.628806 -9.057948  0.257
C -3.330222 -1.393165 -0.590399  0.611
C -3.222187 -2.811913 -0.499869  0.423
N -3.203295 -3.957041 -0.483626  -0.557
H -3.918972 -0.893399 0.175780  -0.247
H -3.921457 -1.097935 -1.513848  0.406
H -2.404278 -0.839650 -0.774379  -0.558
C -1.398937 1.517991 5.894196  -0.980
C -2.607221 1.295822 5.058810  0.488
N -3.613001 1.226604 4.519348  -0.370
H -0.722198 0.699290 5.997275  0.201
H -1.875178 1.753677 6.878050  0.332
H -0.815073 2.334012 5.630629  0.335
C -1.117157 -1.392768 -4.662638  0.203
C -0.799732 -1.794777 -5.968846  0.133
N -0.641326 -2.152937 -7.027812  -0.463
H -0.374948 -1.795934 -3.948184  -0.100
H -2.124598 -1.656143 -4.415475  0.429
H -1.163344 -0.287889 -4.636677  -0.223
C 3.796115 5.078103 -6.163200  -0.947
C 2.512612 4.643834 -6.553500  0.594
N 1.492638 4.311963 -7.011298  -0.515
H 4.142937 4.502524 -5.324531  0.201
H 3.769019 6.072390 -5.818156  0.357
H 4.509306 4.809490 -6.994900  0.302
C 5.269094 -2.372379 -3.263812  -0.687
C 4.106086 -2.867639 -2.444941  0.531
N 3.127359 -3.226402 -1.955400  -0.473
H 5.996743 -3.164152 -3.304364  0.339
H 5.771065 -1.482953 -2.792936  0.109
H 4.945080 -2.049875 -4.265818  0.199
C 2.082851 1.229435 -5.408834  0.447
C 3.480749 1.689459 -5.478357  0.071
N 4.582766 1.936504 -5.665490  -0.542
H 1.905259 0.516627 -6.228282  0.238
H 1.431237 2.096720 -5.565113  0.025
H 1.968683 0.871838 -4.413561  -0.259
C -3.036758 -4.765615 6.321827  -0.268
C -2.848505 -6.144654 5.868756  0.269
N -2.684752 -7.204979 5.463688  -0.462
H -2.225425 -4.149966 5.833167  0.017
H -3.040663 -4.575303 7.434460  0.336
H -4.013319 -4.487485 5.834797  0.110
C -0.893918 5.945377 -2.179515  0.003
C -1.650948 6.764984 -1.203278  0.274
N -2.240390 7.598258 -0.689801  -0.482
H 0.197793 6.038549 -1.891893  -0.032
H -0.993992 6.226687 -3.210950  0.406
H -1.198900 4.927628 -2.129752  -0.145
C -6.518869 1.921386 3.260610  -1.054
C -5.667463 1.642985 2.110992  0.572
N -4.996473 1.399163 1.204336  -0.450
H -6.782091 0.958765 3.690840  0.237
H -7.445562 2.439770 3.021949  0.381
H -5.977969 2.447489 3.966813  0.368

Atomic forces in eV per Å
0.479 1.495 0.135
-0.254 -1.749 -0.291
0.016 0.607 0.249
-0.919 0.446 1.085
1.882 0.438 -0.619
0.816 -0.742 2.301
-0.327 0.061 -1.841
0.164 0.104 0.722
-0.228 0.116 0.199
-0.114 -0.754 0.670
-0.412 -0.140 -0.673
0.426 -0.136 -0.631
-0.638 -0.275 0.186
-0.798 0.594 -1.547
0.472 -0.173 -1.599
-0.589 -0.050 2.544
-0.005 -0.236 0.340
-1.251 -0.503 -1.823
1.655 0.561 -0.352
-1.055 0.035 -2.292
-0.022 0.954 0.158
0.084 0.552 0.998
-0.244 -0.448 -0.237
0.142 -0.339 0.704
-0.100 -0.099 0.065
0.668 -0.509 0.083
0.488 0.426 1.608
-0.394 -0.104 -0.298
-0.321 0.458 -0.563
0.301 0.177 2.021
-0.078 -0.288 -0.363
-2.113 0.171 -1.059
-0.185 -1.801 -0.170
-0.447 0.271 0.248
1.696 0.870 -0.384
0.809 -0.055 1.281
-0.552 0.778 0.258
-0.250 -0.107 -0.075
0.359 0.117 0.243
-0.087 -0.289 0.316
0.241 -0.358 -1.636
0.724 -0.125 -0.196
-0.033 -1.104 -1.084
-0.471 -0.942 0.724
0.288 1.520 -1.056
0.635 -0.163 0.770
0.031 0.448 0.205
-0.520 0.116 0.495
0.014 -0.676 0.458
-2.278 1.590 -0.074
0.925 -0.702 0.284
0.308 0.672 0.362
-0.021 -0.124 -0.214
1.087 -0.831 -0.680
-0.371 0.303 -0.381
0.181 0.825 0.234
0.050 -0.266 0.061
-0.241 -0.603 0.641
-0.425 0.505 -0.260
0.883 -0.694 -0.286
-2.594 -1.526 -0.221
0.610 3.231 -0.210
-0.530 -2.348 0.313
0.081 0.108 0.109
0.991 -0.436 -0.387
1.418 0.995 0.726
1.938 -0.720 0.610
-1.136 0.288 -0.012
0.282 0.085 0.071
-1.030 0.273 -0.323
-0.100 0.283 -0.130
0.025 0.010 -0.499
0.314 -1.774 -1.126
1.219 4.280 2.306
-0.896 -3.113 -1.321
-0.139 0.333 0.248
0.369 -0.693 0.581
-0.873 0.876 -0.746
0.478 -1.457 1.016
0.932 -0.374 -0.989
-0.280 -0.110 0.365
-0.108 0.686 -0.135
-0.645 0.771 -0.221
-0.404 0.402 0.056
-0.441 -1.077 -0.378
2.564 0.223 3.661
-2.627 0.069 -3.483
0.000 -0.183 0.567
-0.039 -0.531 -0.314
0.487 1.409 -0.139
0.302 -0.048 0.832
0.003 0.394 0.598
-0.025 -0.347 -0.359
0.028 0.393 -0.284
-0.648 -0.500 -0.455
0.424 0.173 -0.124
-1.450 0.344 0.603
1.008 0.206 0.374
-0.077 -0.039 0.410
-0.384 -0.154 -0.761
0.622 -0.268 -0.188
0.210 -0.019 -0.376
-1.120 2.297 -2.011
-0.130 -0.308 0.006
0.166 -0.382 0.102
0.297 -0.328 0.506
0.489 -0.765 0.741
0.207 -0.466 0.548
-2.473 -0.598 1.399
1.562 0.306 0.437
-0.480 -0.148 -0.352
-0.083 -0.953 -0.108
0.751 -0.246 -0.419
0.681 1.744 -0.990
0.346 1.495 1.702
-0.348 -0.095 0.464
0.645 -0.672 -2.486
-0.528 0.383 -0.205
-0.520 -0.698 0.260
0.540 -0.374 0.299
1.950 -1.306 -0.529
-3.270 -0.950 -1.657
1.643 0.431 1.060
0.067 -0.379 0.408
0.203 1.407 -0.080
-0.624 0.829 0.776
-0.372 0.921 1.011
0.360 0.725 -1.128
0.527 0.054 0.108
0.275 -0.310 -0.267
-0.697 -0.869 -0.104
-0.121 -0.469 0.414
0.604 1.096 -0.776
-0.707 -0.593 -0.740
0.513 0.329 0.224
0.080 -0.039 0.633
0.076 -0.159 0.108
-0.659 -0.786 0.645
-0.179 0.900 -0.722
0.331 0.183 0.656
-0.027 -0.168 -0.095
-0.936 -0.493 0.566
-0.066 -0.602 -1.311
0.916 0.246 0.764
1.602 0.415 1.516
0.585 -0.185 -2.098
-0.481 0.249 0.960
-1.218 -0.300 -0.376
-0.354 0.697 -0.260
-0.119 -0.934 0.237
-0.993 -1.329 -1.158
0.284 0.023 -0.742
-0.410 0.166 0.538
-0.020 -0.107 0.162
0.153 0.068 -0.328
1.125 1.104 1.461

No. 2
The following is a DFT calculation (the ωB97M-V functional and the def2-TZVPD basis) of C6H7BrO3 in the gas phase at a distorted geometry.

- SMILES = CC(=O)[C@]1(Br)CCOC1=O
- energy relative to the best compared isomer or geometry (same formula, charge and spin) (kcal/mol) = 0.0
- frontier orbital gap (eV) = 10.38
- molar mass (u) = 207.02

Last column: Mulliken charge in e.
CARTESIAN COORDINATES (ANGSTROEM)
C -0.425777 -2.338323 0.826376  -1.284
C 0.338839 -1.214681 0.093408  0.402
O 1.477735 -1.338065 -0.266344  -0.543
C -0.363299 0.032263 -0.086201  0.733
Br -2.301443 -0.301561 -0.245600  -0.070
C 0.197109 0.871163 -1.304383  -0.818
C 0.778810 2.081167 -0.607566  -0.275
O 0.559743 1.985280 0.790053  -0.348
C -0.204843 0.999217 1.152893  0.476
O -0.584824 0.719674 2.260447  -0.543
H -1.109828 -2.922263 0.090306  0.333
H -1.206091 -2.017826 1.642737  0.309
H 0.315838 -3.053883 1.187688  0.367
H -0.505815 1.175365 -2.009334  0.379
H 0.814503 0.142166 -1.843004  0.339
H 1.847360 2.050619 -0.819857  0.234
H 0.371987 3.129682 -0.861612  0.309

Atomic forces in eV per Å
-1.751 -0.748 -0.088
-0.402 -2.654 1.691
0.471 -0.135 -0.188
-2.094 3.365 -1.464
0.075 0.364 -0.267
-0.457 -1.668 1.671
0.893 1.699 -1.033
0.492 1.066 0.639
-0.203 -2.970 0.397
0.254 0.867 -0.833
1.303 1.061 0.905
1.966 -0.268 -1.429
-0.169 0.167 0.184
-1.740 0.329 -0.813
0.754 0.909 0.304
0.135 0.499 0.503
0.474 -1.883 -0.180

No. 3
The following is a DFT calculation (the ωB97M-V functional and the def2-TZVPD basis) of C3H4O2S2 in the gas phase at a distorted geometry.

- SMILES = O=[S@@]1(=S)C=CCO1
- energy relative to the best compared isomer or geometry (same formula, charge and spin) (kcal/mol) = 63.7
- frontier orbital gap (eV) = 9.90
- molar mass (u) = 136.20

Last column: Mulliken charge in e.
CARTESIAN COORDINATES (ANGSTROEM)
O 1.719163 -1.692814 -1.090389  -0.522
S 1.375614 -0.495780 -0.392660  0.715
S 2.566338 0.872980 0.205510  -0.269
C -0.144669 0.472265 -1.208048  -0.485
C -1.034438 0.490207 -0.242125  -0.346
C -0.792340 -0.304207 0.957256  -0.150
O 0.454197 -0.885380 0.891373  -0.301
H 0.196880 1.192887 -1.868446  0.437
H -1.911288 1.017429 -0.287924  0.422
H -0.963105 0.476635 1.866725  0.222
H -1.466351 -1.144222 1.168725  0.277

Atomic forces in eV per Å
0.509 -0.109 0.139
-2.717 2.413 -0.505
0.389 -0.615 -0.357
2.458 -1.939 3.144
0.630 -1.041 -1.256
-1.326 1.064 2.567
1.524 -0.832 0.112
0.016 0.930 -1.759
-2.035 1.454 -0.120
0.920 -1.759 -1.689
-0.366 0.435 -0.277

E_tot per entry: -3445.42664 -3032.53951 -1063.46256 hartree